The following is a DFT calculation (ωB97M-V with the def2-TZVPD basis set) of a structure of composition C46H37GeN4ReS.

Its expectation value of S² is 3.85. As for the spin multiplicity: 4. The LUMO energy (spin up / spin down) comes out at 0.0796 / 0.0720 hartree. The energy above the lowest of the compared OMol25 structures with the same formula, charge and spin is 0.0 kcal per mole. As for the charge: -1.

Last column: Mulliken spin population.
Positions of all 90 atoms, in Å:
Re 0.99703 0.38101 0.17300  2.348
Ge -1.30027 0.67533 -0.79712  0.052
S 4.67998 -2.45085 0.92209  0.001
N 0.29485 -2.57045 -0.82961  0.149
N 0.82247 1.05752 2.16682  0.147
N 2.92728 -0.63713 0.85089  0.023
N 1.10401 -2.07025 -1.75742  0.116
C -2.05980 2.51486 -0.66871  -0.008
C 4.13330 0.00507 1.03372  0.006
C 5.19849 -0.82270 1.09267  -0.001
C 2.30679 0.10316 -2.18100  -0.065
C 1.12854 2.27751 2.74932  -0.062
C -1.59513 0.27350 -5.55101  -0.003
C -3.54348 4.25050 -1.49498  0.001
C -2.09246 4.71713 0.36164  0.005
C -2.73994 -0.42430 0.00635  -0.018
C -3.68097 0.14311 0.86773  0.004
C 0.25693 -6.11131 -1.97887  -0.027
C -0.59785 -2.15229 3.33037  0.014
C -0.34555 -6.72428 -0.88270  0.047
C 2.20999 1.22188 -1.32207  -0.116
C -0.61213 1.19390 -3.55869  0.012
C 1.59095 3.32499 1.93327  0.106
C 0.49588 -4.74624 -1.99884  0.049
C -2.35801 -0.43335 -3.37752  -0.004
C 0.32476 -2.55367 4.27908  0.004
C -2.42316 -0.51526 -4.76589  0.002
C 3.91922 1.24247 -3.51891  0.090
C 1.81726 4.59111 2.44401  0.003
C 1.40456 -1.71939 4.57476  0.000
C 3.06548 -1.92867 0.78618  -0.002
C -1.60076 3.41692 0.29345  0.014
C 3.81230 2.36324 -2.69448  -0.075
C 3.16282 0.09838 -3.27976  -0.106
C -0.68903 1.13618 -4.94257  -0.001
C -2.78913 -1.80594 -0.20956  0.007
C -1.44637 0.41161 -2.75118  0.041
C 0.64143 -0.10309 2.94528  0.074
C 2.95864 2.36005 -1.58931  0.206
C 1.56616 -0.51383 3.91875  0.002
C 1.17831 3.82703 4.61592  -0.014
C 1.61574 4.85762 3.79388  0.030
C 0.93039 2.55869 4.11069  0.023
C -0.45806 -4.57335 0.21155  0.045
C -0.44541 -0.93298 2.67223  -0.002
C -4.64452 -0.64103 1.49310  0.002
C 0.13044 -3.93658 -0.90110  -0.028
C -0.69003 -5.93900 0.21512  -0.027
C -3.06270 5.13767 -0.53716  0.000
C -4.67668 -2.01266 1.27448  -0.002
C -3.74369 -2.59548 0.42301  0.003
C -3.04483 2.95483 -1.55857  0.000
C 1.41707 -0.83517 -1.53765  -0.086
H 4.40266 3.24832 -2.90328  -0.004
H 2.24686 -2.62570 0.62692  0.008
H 2.14833 5.38064 1.77882  0.000
H 0.55607 1.78283 4.76543  0.004
H -4.30241 4.57359 -2.19927  0.000
H -0.83819 3.09792 0.99439  -0.001
H -1.65312 0.21829 -6.63165  0.000
H -1.71063 5.40050 1.11281  0.001
H -5.37239 -0.18087 2.15240  0.000
H 2.13227 -2.02191 5.31915  0.000
H 1.74156 3.11747 0.87880  0.035
H 0.20914 -3.50197 4.78865  0.000
H -3.02963 -1.04057 -2.78016  0.000
H -0.52815 -7.79203 -0.87599  0.004
H -0.70164 -3.95598 1.07040  0.000
H 1.78216 5.84991 4.19317  0.002
H -3.12605 -1.19425 -5.23528  0.000
H 4.60229 1.26363 -4.36097  0.008
H 0.54146 -6.71494 -2.83464  -0.002
H -3.75046 -3.66669 0.25465  -0.001
H -3.65543 1.21117 1.05826  0.001
H -1.45265 -2.77525 3.09421  0.000
H -2.04913 -2.26866 -0.85588  -0.009
H -3.44400 6.15129 -0.49347  0.000
H -3.41269 2.27345 -2.31999  0.001
H 6.24136 -0.57827 1.21329  0.001
H -1.19239 -0.60658 1.95887  -0.049
H 4.15217 1.08264 1.10318  0.005
H -0.04434 1.76098 -5.54974  0.000
H 2.41955 0.11772 4.13611  -0.002
H -1.14903 -6.40378 1.08166  -0.002
H 3.23758 -0.77163 -3.92087  -0.002
H -5.42283 -2.62530 1.76758  0.000
H 0.10878 1.85685 -3.08911  0.008
H 2.89313 3.24789 -0.96758  0.010
H 1.01887 4.01401 5.67194  -0.001
H 0.94980 -4.27070 -2.85751  0.010